No. 1
Computed, not measured: a molecular structure, C24H24Br33FNO5P in a non-equilibrium geometry, with ωB97M-V/def2-TZVPD.

Last column: Mulliken charge in e.
Element x y z (Å)
C1 -2.981 -1.244 -1.266  -1.172
C2 -1.586 -0.592 -1.281  0.755
O1 -1.656 0.519 -0.377  -0.494
C3 -0.554 -1.605 -0.778  -0.861
O2 0.739 -1.551 -1.396  -0.538
C4 1.289 -0.311 -1.572  -0.569
C5 1.333 0.143 -2.857  -0.017
C6 1.870 1.368 -3.142  -1.048
C7 2.368 2.112 -2.114  0.393
C8 2.354 1.678 -0.804  0.894
C9 1.799 0.430 -0.504  0.207
P1 1.694 -0.254 1.200  0.400
O3 1.914 -1.716 1.263  -0.506
C10 2.972 2.619 0.233  0.381
O4 3.625 2.245 1.182  -0.540
C11 2.757 4.075 -0.058  0.648
F1 2.582 4.899 0.970  -0.374
C12 2.733 4.491 -1.315  -0.123
N1 2.497 5.860 -1.633  -0.461
C13 2.947 3.480 -2.403  -0.277
O5 3.550 3.736 -3.422  -0.550
H1 -3.022 -2.102 -0.587  0.361
H2 -3.691 -0.520 -0.866  0.435
H3 -3.308 -1.577 -2.250  -0.085
H4 -1.393 -0.220 -2.290  0.351
H5 -1.199 1.268 -0.767  0.242
H6 -0.927 -2.609 -0.979  0.477
H7 -0.509 -1.526 0.314  0.220
H8 0.933 -0.455 -3.664  0.613
H9 1.911 1.794 -4.135  0.493
H10 2.590 0.391 2.067  0.097
H11 0.399 0.101 1.647  0.059
H12 1.843 6.185 -0.923  0.213
H13 1.936 5.849 -2.484  0.326
C14 3.232 -4.885 2.522  -0.020
Br1 2.096 -5.903 3.701  -0.043
Br2 5.064 -4.885 3.124  0.028
Br3 3.074 -5.472 0.697  -0.081
H14 2.886 -3.859 2.552  0.124
C15 8.388 -4.522 0.089  -0.335
Br4 6.476 -4.706 -0.038  0.053
Br5 9.283 -5.236 -1.463  -0.035
Br6 8.906 -2.697 0.433  -0.012
H15 8.709 -5.108 0.938  0.322
C16 -4.736 -3.116 -5.335  -0.204
Br7 -5.496 -1.514 -4.577  0.004
Br8 -3.060 -3.581 -4.503  -0.027
Br9 -5.984 -4.582 -5.289  -0.003
H16 -4.527 -2.906 -6.375  0.230
C17 2.035 9.888 -2.579  -0.313
Br10 0.837 9.073 -1.309  0.066
Br11 1.939 9.023 -4.298  -0.017
Br12 1.735 11.786 -2.715  -0.049
H17 3.040 9.748 -2.207  0.346
C18 5.890 -3.234 6.616  -0.269
Br13 4.781 -4.612 7.380  0.052
Br14 6.132 -1.757 7.828  -0.032
Br15 7.573 -3.937 6.000  -0.018
H18 5.368 -2.854 5.748  0.276
C19 4.308 -5.975 11.079  0.174
Br16 3.656 -4.282 11.726  0.001
Br17 5.930 -6.503 11.973  -0.007
Br18 2.957 -7.346 11.181  -0.009
H19 4.550 -5.843 10.034  -0.185
C20 -6.231 -2.343 1.236  -0.317
Br19 -5.192 -3.769 2.011  -0.023
Br20 -6.175 -2.397 -0.686  0.054
Br21 -8.041 -2.327 1.901  -0.045
H20 -5.772 -1.413 1.542  0.338
C21 -2.982 10.498 -0.091  -0.318
Br22 -2.223 8.982 0.829  -0.010
Br23 -2.994 10.239 -1.999  -0.002
Br24 -4.734 10.929 0.583  -0.043
H21 -2.344 11.346 0.112  0.349
C22 -1.009 4.099 2.136  -0.522
Br25 -2.857 3.637 1.874  -0.030
Br26 0.164 2.968 1.098  0.221
Br27 -0.673 5.958 1.769  -0.046
H22 -0.780 3.928 3.179  0.458
C23 -7.420 -7.009 -0.232  -0.321
Br28 -8.128 -5.676 -1.428  -0.004
Br29 -5.625 -7.519 -0.713  -0.009
Br30 -7.531 -6.450 1.610  -0.019
H23 -8.040 -7.888 -0.335  0.343
C24 -6.920 -0.550 -8.567  -0.337
Br31 -7.884 -2.041 -7.820  0.005
Br32 -6.796 0.913 -7.321  -0.011
Br33 -5.181 -1.081 -9.210  -0.021
H24 -7.483 -0.199 -9.420  0.341

Results
**Net charge**: 0
**HOMO-LUMO gap**: 0.3018 hartree
**HOMO energy**: -9.487 eV

No. 2
Computed, not measured: a molecular structure, C18H24B3F16NO7 in a non-equilibrium geometry, with ωB97M-V/def2-TZVPD.

Last column: Mulliken charge in e.
Element x y z (Å)
C1 4.938 0.295 1.817  -0.755
O1 4.049 0.604 0.756  -0.348
C2 2.714 0.215 1.005  -0.787
C3 1.844 0.715 -0.129  0.676
C4 1.598 2.224 -0.124  -1.073
C5 0.780 2.764 1.041  -0.915
C6 -0.632 2.173 1.142  -0.579
C7 -0.733 0.908 2.018  -0.261
B1 -1.297 -0.356 1.304  0.261
O2 -1.755 -0.368 -0.002  -0.802
B2 -2.065 -1.607 -0.531  0.697
O3 -1.455 -2.748 -0.066  -0.626
B3 -0.781 -2.548 1.126  0.715
N1 0.433 -3.279 1.417  -0.501
C8 1.006 -2.969 2.455  0.854
O4 1.565 -2.744 3.427  -0.401
O5 -1.303 -1.589 1.979  -0.365
H1 5.477 1.201 2.096  0.255
H2 4.410 -0.079 2.692  0.324
H3 5.670 -0.443 1.488  0.239
H4 2.361 0.580 1.974  0.537
H5 2.673 -0.883 1.036  0.306
H6 2.395 0.484 -1.043  -0.046
H7 0.922 0.134 -0.192  -0.187
H8 1.145 2.494 -1.078  0.372
H9 2.580 2.702 -0.115  0.404
H10 0.657 3.835 0.869  0.425
H11 1.307 2.676 1.991  0.396
H12 -1.055 2.026 0.150  0.264
H13 -1.254 2.936 1.612  0.392
H14 0.275 0.618 2.324  0.140
H15 -1.299 1.082 2.932  0.462
H16 -2.881 -1.695 -1.390  -0.146
C9 4.520 -1.289 -3.914  -0.688
C10 5.538 -1.670 -5.001  0.827
C11 6.605 -0.638 -5.371  0.100
F1 6.047 0.469 -5.898  -0.219
F2 7.425 -1.177 -6.303  -0.267
F3 4.890 -2.077 -6.113  -0.275
F4 6.227 -2.742 -4.512  -0.329
O6 3.244 -0.860 -4.350  -0.357
C12 2.973 0.456 -4.607  0.767
C13 2.522 0.659 -6.054  0.171
F5 3.503 0.295 -6.902  -0.234
F6 2.252 1.969 -6.248  -0.262
F7 4.003 1.259 -4.289  -0.290
F8 1.936 0.813 -3.813  -0.249
H17 4.318 -2.220 -3.388  0.420
H18 4.949 -0.609 -3.177  0.343
H19 7.201 -0.365 -4.496  0.292
H20 1.628 0.066 -6.258  0.253
C14 -5.719 -0.397 1.868  -0.893
C15 -4.975 0.797 2.490  0.933
C16 -4.210 0.553 3.793  0.340
F9 -5.045 0.210 4.791  -0.253
F10 -3.581 1.700 4.147  -0.270
F11 -5.818 1.838 2.635  -0.296
F12 -4.023 1.161 1.581  -0.240
O7 -7.113 -0.469 2.088  -0.422
C17 -7.641 -1.125 3.167  0.796
C18 -8.471 -0.175 4.034  0.190
F13 -7.691 0.810 4.520  -0.217
F14 -8.982 -0.868 5.075  -0.255
F15 -6.704 -1.763 3.888  -0.284
F16 -8.490 -2.066 2.695  -0.307
H21 -5.630 -0.245 0.793  0.423
H22 -5.221 -1.342 2.086  0.443
H23 -3.457 -0.231 3.661  0.139
H24 -9.282 0.260 3.449  0.245

Results
**Net charge**: 0
**HOMO-LUMO gap**: 0.3739 hartree
**HOMO energy**: -9.986 eV

No. 3
Computed, not measured: 2 unconnected molecules or ions with the total composition C26H28FN2O in a non-equilibrium geometry, with ωB97M-V/def2-TZVPD.

Last column: Mulliken charge in e.
Element x y z (Å)
C1 -1.603 -4.861 -1.086  -1.064
N1 -1.310 -3.730 -0.243  0.186
C2 -2.158 -2.551 -0.103  1.023
C3 -2.571 -1.975 -1.453  -2.213
C4 -3.424 -2.872 0.701  -1.443
N2 -1.263 -1.675 0.643  0.083
C5 -0.340 -2.439 1.440  -0.101
C6 -0.771 -2.747 2.878  -1.106
C7 -1.052 -1.564 3.770  0.525
C8 -0.158 -0.487 3.861  -0.074
C9 -0.439 0.574 4.732  -0.676
C10 -1.609 0.562 5.502  -0.460
C11 -2.498 -0.518 5.413  -0.571
C12 -2.211 -1.581 4.556  -0.532
C13 -0.283 -3.763 0.661  0.293
O1 0.521 -4.673 0.830  -0.686
H1 -0.719 -5.504 -1.124  0.379
H2 -2.464 -5.431 -0.714  0.329
H3 -1.845 -4.517 -2.094  0.329
H4 -1.705 -1.922 -2.117  0.447
H5 -3.343 -2.607 -1.917  0.553
H6 -2.990 -0.968 -1.332  0.391
H7 -3.176 -3.383 1.639  0.297
H8 -3.958 -1.937 0.923  0.343
H9 -4.074 -3.522 0.099  0.438
H10 -1.682 -0.852 1.069  0.362
H11 0.667 -1.990 1.436  0.331
H12 -1.659 -3.399 2.869  0.323
H13 0.050 -3.347 3.310  0.395
H14 0.757 -0.488 3.259  0.362
H15 0.269 1.402 4.816  0.407
H16 -1.825 1.384 6.186  0.383
H17 -3.406 -0.546 6.017  0.381
H18 -2.886 -2.437 4.473  0.350
F1 3.329 3.318 1.091  -0.302
C14 2.046 2.955 0.746  -0.141
C15 1.017 3.864 0.996  -0.504
C16 -0.302 3.452 0.745  -0.775
C17 -0.559 2.201 0.205  -0.613
C18 0.515 1.349 -0.193  1.023
C19 0.197 0.252 -1.037  0.276
C20 0.868 -0.092 -2.237  0.643
C21 0.102 -0.654 -3.312  -0.378
C22 0.720 -1.377 -4.315  -0.740
C23 2.120 -1.345 -4.443  -0.334
C24 2.879 -0.577 -3.549  -0.810
C25 2.271 0.053 -2.465  -0.305
C26 1.834 1.697 0.206  -0.011
H19 1.236 4.847 1.401  0.490
H20 -1.133 4.119 0.964  0.432
H21 -1.579 1.879 -0.024  0.412
H22 -0.786 -0.189 -0.896  -0.309
H23 -0.983 -0.509 -3.311  0.707
H24 0.110 -1.966 -5.003  0.412
H25 2.604 -1.880 -5.257  0.421
H26 3.956 -0.488 -3.684  0.415
H27 2.875 0.625 -1.766  0.338
H28 2.660 0.995 0.098  0.667

Results
**Net charge**: +1
**ΔE to the lowest compared entry with this formula, charge and spin**: 0.835 eV
**HOMO-LUMO gap**: 0.1952 hartree
**HOMO energy**: -11.294 eV

Q: Among the records above, which one has the lowest HOMO energy?
A: C26H28FN2O

Q: Which of these has the highest net charge?
A: C26H28FN2O